(1)
Here is a structure of composition C22H44N3OP3PbS at a distorted geometry from the OMol25 dataset. Energies are from the ωB97M-V functional and the def2-TZVPD basis.

Properties
- total charge = +4
- frontier orbital gap (spin up / spin down) (eV) = 5.050 / 4.799
- HOMO (spin up / spin down) (eV) = -19.21 / -19.22
- ΔE to the lowest compared entry with this formula, charge and spin (kcal/mol) = 31.4
- F_max (eV/Å) = 3.56

Last column: Mulliken charge in e.
CARTESIAN COORDINATES (ANGSTROEM)
P (-1.9435, 2.3641, 0.7968)  0.81
C (-1.6798, 4.0630, 0.1829)  -1.26
C (0.9124, -4.7229, -1.3648)  -0.71
H (0.1179, -4.9434, -0.6388)  0.33
H (3.1377, -0.1506, 3.1038)  0.46
C (-0.3882, 2.0370, -2.6076)  -0.94
H (2.2908, -3.7098, -0.0692)  0.29
H (-4.0035, 1.0863, 0.6083)  0.41
H (-3.3764, 1.5604, -0.9907)  0.36
H (1.9681, 3.5898, -2.8227)  0.49
C (2.0964, -4.1805, -1.0435)  -0.45
H (3.1693, 1.0518, -2.0464)  0.44
H (2.8405, 3.5003, -1.2575)  0.42
C (-0.5598, -4.0150, -6.5564)  -0.35
C (2.4132, 3.2516, 1.8085)  -1.29
N (-1.2360, -1.2180, 2.4290)  -0.04
O (-0.2143, 0.6752, 3.1929)  -0.51
C (1.8489, 3.4699, -1.7322)  -1.53
P (2.4037, 1.4465, 1.4401)  0.81
H (4.7996, 1.7911, 1.4697)  0.46
S (-0.7409, -1.4597, -2.6903)  -0.09
H (-0.0916, -2.0918, -1.6018)  0.15
H (3.6125, 1.5241, 3.5534)  0.52
H (-3.2800, -3.6632, 1.9549)  0.28
N (-2.5884, -2.9585, 1.7159)  -0.33
H (0.5567, 0.1140, 5.8576)  0.30
H (-2.6708, -2.5899, 0.7629)  0.06
H (-0.9088, 1.1294, 5.7483)  0.30
H (-2.8986, 3.6299, 2.6713)  0.53
H (1.9592, 0.7900, -3.3466)  0.46
C (-2.0885, -2.2197, 2.7312)  0.81
C (-1.8551, -1.8092, 5.0714)  -0.07
H (3.3761, 3.5035, 2.2717)  0.54
H (-0.9474, 2.9708, -2.4295)  0.34
H (-3.0993, -3.3594, 4.2937)  0.39
H (-1.0916, 1.1897, -2.5579)  0.02
H (4.3541, 0.2321, 0.7041)  0.42
C (2.1370, 0.7510, -2.2644)  -1.08
H (-2.3538, -2.9041, -7.0449)  0.44
C (-1.5731, -3.0727, -6.3059)  -0.64
H (-4.2117, 2.7830, 0.0270)  0.44
H (1.5967, 3.4690, 2.5076)  0.34
H (-0.8928, -0.3217, 6.8015)  0.33
H (-0.8310, 4.5087, 0.7184)  0.36
H (-2.3147, -1.5601, -4.9607)  0.42
C (0.5146, -3.3553, -4.4588)  -0.56
H (0.7103, -5.0367, -2.3973)  0.34
H (2.0040, -0.2818, -1.9268)  0.21
H (0.0451, 2.0404, -3.6215)  0.51
C (-1.5625, -2.3270, -5.1237)  -0.62
H (-2.0248, -1.9329, 6.1390)  0.42
H (-1.4629, 2.6383, 3.1381)  0.22
C (-2.4082, -2.5569, 4.0658)  -1.04
C (4.1117, 1.2999, 0.7709)  -1.23
N (-1.0437, -0.7598, 4.7623)  0.09
H (-3.0157, 1.8480, 2.9151)  0.39
H (-0.5738, -4.6233, -7.4720)  0.45
H (1.3843, -3.3923, -3.7911)  0.66
H (1.2408, 4.3027, -1.3490)  0.37
H (2.2672, 3.8349, 0.8929)  0.31
C (-0.8100, -0.3907, 3.4444)  0.07
C (0.4901, -4.1443, -5.6259)  -0.50
C (2.8121, 0.8948, 3.1394)  -1.09
H (4.1928, 1.7476, -0.2250)  0.36
H (1.9088, 0.9580, 3.7572)  0.12
H (2.8803, -4.0772, -1.7956)  0.31
H (-2.5830, 4.6689, 0.3585)  0.54
C (-0.5517, -2.4866, -4.1482)  0.85
P (0.9863, 1.8716, -1.3864)  0.70
H (-1.4369, 4.0659, -0.8860)  0.28
Pb (-0.6507, -0.1544, 0.1516)  1.25
C (-0.5427, 0.0972, 5.8486)  -0.80
C (-2.3838, 2.6632, 2.5349)  -1.14
C (-3.5431, 1.9094, 0.0406)  -1.34
H (1.2932, -4.8537, -5.8433)  0.45

Atomic forces in eV per Å
-1.330 -0.013 0.241
0.848 -0.059 -0.319
0.203 0.072 0.017
0.384 0.294 -0.231
0.030 0.168 0.150
-0.606 -0.154 0.263
0.048 -0.726 -0.260
0.043 0.299 -0.125
-0.218 0.217 0.183
-0.103 -0.221 0.367
-0.763 0.628 -0.160
-0.253 -0.120 -0.132
-0.329 -0.009 -0.184
-0.198 -0.208 -0.227
-1.254 0.044 -0.629
-0.446 0.606 0.128
-0.182 -0.982 -0.464
-0.207 0.259 0.676
2.587 1.744 1.711
-0.294 -0.038 -0.072
0.374 -1.506 -0.464
-0.109 -0.190 -1.843
-0.187 -0.034 -0.398
0.199 0.122 -0.150
-0.389 0.233 -0.247
-0.393 -0.074 -0.076
0.164 -0.305 0.843
0.046 -0.438 -0.050
0.155 -0.408 -0.250
0.123 0.091 0.256
0.154 -0.452 -0.422
0.056 0.112 -0.953
-0.208 -0.205 -0.158
0.287 -0.449 -0.220
0.128 0.051 -0.057
0.139 0.426 -0.040
0.179 0.254 -0.057
0.054 -0.485 0.229
0.089 -0.050 0.223
-0.511 1.167 1.047
0.079 -0.370 0.003
0.206 0.086 -0.100
0.148 0.199 -0.359
-0.240 0.008 -0.071
-0.140 -0.260 -0.089
1.234 -1.289 -0.587
0.170 -0.230 0.590
0.150 0.049 -0.137
-0.086 0.120 0.392
-0.829 0.063 -1.549
-0.133 -0.320 -0.319
-0.381 0.224 -0.170
0.057 0.189 0.733
-0.546 -0.791 -1.122
-0.218 0.137 -0.203
0.076 0.235 -0.188
0.028 0.312 0.428
-0.466 -0.169 -0.320
0.269 -0.139 -0.154
0.111 0.056 0.333
0.400 0.450 0.160
0.690 0.657 1.623
-1.085 -1.158 0.273
0.197 -0.051 0.251
0.391 0.035 -0.057
-0.124 -0.021 0.213
0.246 -0.338 0.003
0.102 0.151 0.439
1.057 0.701 -1.647
-0.210 0.149 0.295
-0.207 1.365 2.192
0.346 0.393 0.399
0.498 -0.281 0.644
0.058 -0.176 -0.264
-0.153 0.355 0.224


(2)
Here is a cluster of 10 separate species, C28H73BO15S9 in total at a distorted geometry from the OMol25 dataset. Energies are from the ωB97M-V functional and the def2-TZVPD basis.

Properties
- frontier orbital gap (eV) = 8.181
- HOMO (eV) = -7.87
- F_max (eV/Å) = 4.89

Last column: Mulliken charge in e.
CARTESIAN COORDINATES (ANGSTROEM)
H (-0.7678, 4.7989, 0.6770)  0.21
H (-2.7706, 4.4219, 1.9858)  0.25
C (7.7748, -7.8120, 6.8481)  -1.01
O (-3.4624, 6.7376, 2.9072)  -0.53
H (-4.0061, 7.3294, 6.4029)  0.39
O (-1.0221, 1.8433, -1.9123)  -0.61
O (-2.0403, -5.0878, -9.8500)  -0.64
C (0.8932, 0.4453, -4.5292)  -0.93
H (5.3327, -3.8307, 4.7501)  0.39
C (4.6681, -4.2642, 5.5011)  -1.27
H (1.3414, 1.4166, -4.3106)  0.27
O (-5.3798, 3.7705, -0.2495)  -0.34
H (-2.0624, -8.0794, -4.4771)  0.31
O (2.0460, 6.3161, 0.0920)  -0.53
H (-0.7928, 2.3493, 2.0110)  0.11
H (0.3506, 4.1272, -3.0889)  0.18
S (2.9959, -3.6142, 5.2956)  0.75
C (1.0510, 2.3945, 0.6601)  -0.07
H (-3.6247, 9.6590, 3.3219)  0.32
S (-3.1436, 7.4800, 4.1670)  0.37
C (1.0820, -4.6675, 10.0101)  -1.00
H (1.7760, 0.6360, -8.0860)  0.31
C (-3.5535, 4.6770, 1.1882)  -0.32
H (-0.8454, -5.3998, 6.9711)  0.26
H (-4.9758, 2.4500, -1.9105)  0.16
C (-0.0977, 1.5874, 1.4928)  -0.61
O (-2.4451, -5.5602, -3.1765)  -0.64
H (-1.2215, 6.5068, 0.1948)  0.28
H (-1.6270, -1.9952, -8.0794)  0.17
H (-0.6208, -3.2016, -11.6277)  0.32
H (-1.2507, -4.4738, 8.4378)  0.29
H (-0.5843, -4.2218, 3.0572)  0.35
H (0.4139, 0.9737, 2.3076)  0.31
C (0.4076, 4.1718, -1.9303)  0.09
O (6.2593, -5.6991, 7.4306)  -0.59
H (5.0297, -4.0305, 6.5020)  0.42
C (-5.6873, 2.5755, -1.0282)  -0.53
H (-4.1593, 5.6006, 1.4872)  0.28
C (-2.1740, -2.9104, -8.3137)  -0.52
H (-0.0759, -6.5309, -4.4541)  0.39
H (-1.6633, 2.3640, -2.4402)  0.26
C (-0.2803, 5.3985, -8.7035)  -1.05
H (2.3218, 1.6155, -6.7059)  0.20
O (-0.1603, -0.9664, -6.5333)  -0.62
C (-2.6810, -7.4126, -5.0804)  -0.93
H (-1.8093, -3.2741, 5.1431)  0.30
H (2.0366, 2.1405, 1.1986)  0.33
H (9.0692, -5.5555, 7.9381)  0.31
H (-3.9340, 9.5601, 5.0716)  0.40
C (-0.5639, -5.7621, -5.0559)  -0.93
O (1.3101, -3.4901, 7.6293)  -0.55
H (6.9258, -8.4733, 6.6722)  0.32
H (-0.6471, -1.8422, -10.4790)  0.30
H (-3.1311, -2.6676, -8.7791)  0.35
H (8.6082, -8.1163, 6.2127)  0.37
H (4.1809, -1.5909, 4.7505)  0.40
H (-5.5914, 1.6452, -0.3511)  0.28
H (-1.5324, -3.0959, 2.0388)  0.44
H (-2.9712, 4.1933, -0.9823)  0.07
H (-0.2102, 6.4250, -8.3397)  0.38
C (1.9063, 0.6528, -7.0043)  -0.94
C (-2.8744, 5.0741, -0.2380)  -0.36
H (-2.1807, -2.5194, -11.1063)  0.29
S (7.2818, -6.1261, 6.4286)  0.61
H (-5.1018, 8.8583, 3.9109)  0.31
C (3.4412, -1.8766, 5.5007)  -1.04
O (1.7195, 4.6396, -1.5364)  -0.31
H (2.9189, 4.4479, -7.1709)  0.30
H (3.8422, -1.7199, 6.5033)  0.34
H (-2.4855, -7.5759, -6.1418)  0.33
S (-1.1883, -3.9331, -9.4281)  0.54
H (-1.9229, -1.5386, 5.5206)  0.31
C (-1.8510, -2.2708, 4.7156)  -1.04
H (-6.7839, 2.5784, -1.3892)  0.25
H (1.6280, -0.3486, -4.3840)  0.41
O (1.1324, 1.9654, -0.7226)  -0.57
H (0.3551, -3.9041, 10.2930)  0.29
H (0.0468, 0.2806, -3.8614)  0.28
O (2.6102, -3.8131, 3.8611)  -0.70
H (-0.1216, -4.7910, -4.8306)  0.28
H (8.7527, -4.2739, 6.7434)  0.31
H (2.5766, -0.1558, -6.7056)  0.43
H (-0.6953, 0.8915, 0.8188)  0.17
H (-3.7336, -7.6071, -4.8727)  0.31
H (-3.8753, 2.5503, 0.5788)  0.36
C (1.4225, 5.8901, -0.8857)  0.60
H (-0.8339, -6.2104, 8.5560)  0.40
H (-0.4369, -5.9788, -6.1183)  0.32
H (0.9113, 3.5251, 0.7676)  0.01
H (-3.7515, 5.7278, 5.6688)  0.31
H (2.5035, 4.9590, -8.8252)  0.35
S (1.1169, -4.8518, 8.2141)  0.57
H (-5.1793, 3.1956, 1.8302)  0.24
C (-0.6581, 5.3132, -1.5957)  0.09
O (0.5897, 2.9336, -8.1755)  -0.59
H (2.1996, 6.0531, -7.4416)  0.38
H (0.2345, -3.2105, 1.8433)  0.29
H (2.5421, -1.2729, 5.3724)  0.28
H (-1.3289, 5.1037, -8.7541)  0.31
H (-1.5662, 5.3905, -2.2795)  0.59
B (0.1111, 2.6257, -1.5245)  0.53
H (-2.3500, -3.4706, -7.3940)  0.12
C (2.2095, 5.0141, -7.7755)  -0.99
C (8.8456, -5.3504, 6.8897)  -0.97
H (-2.7199, -2.1764, 4.0615)  0.38
H (-5.1715, 6.6960, 5.2013)  0.30
C (-4.0461, 9.0431, 4.1170)  -1.00
C (-4.5426, 3.4182, 0.9025)  -0.52
H (4.6358, -5.3459, 5.3737)  0.38
C (-1.3063, 5.4021, -0.1262)  -0.55
O (0.2838, 6.4572, -1.5757)  -0.46
H (9.6449, -5.7335, 6.2527)  0.37
S (-2.3240, -5.6930, -4.6599)  0.55
S (0.2907, 0.4285, -6.2310)  0.54
H (-3.3816, 6.0093, -0.6745)  0.26
S (-0.3376, -1.9482, 3.7840)  0.66
S (0.5686, 4.2933, -7.5552)  0.64
H (0.8228, -5.6227, 10.4702)  0.38
H (2.0744, -4.3638, 10.3445)  0.32
C (-0.5859, -3.2506, 2.5601)  -1.09
C (-4.1205, 6.7387, 5.4925)  -0.97
O (-0.5133, -0.6356, 3.0850)  -0.64
H (8.0644, -7.8645, 7.8990)  0.31
C (-1.1611, -2.7522, -10.7938)  -0.91
C (-0.6296, -5.2747, 8.0327)  -0.96
H (0.1674, 5.3195, -9.6956)  0.32

Atomic forces in eV per Å
-0.731 0.503 -1.197
-1.250 0.378 -1.198
0.034 -0.062 0.072
0.104 0.759 0.896
0.052 0.002 -0.064
1.508 2.112 0.023
0.155 0.299 0.046
0.012 -0.203 0.061
-0.083 0.028 -0.056
-0.050 0.343 -0.252
-0.021 -0.008 -0.070
0.167 -1.687 0.329
0.004 0.101 0.031
-2.452 -1.104 -4.082
0.881 -1.239 -0.842
0.486 0.196 1.423
0.177 -0.261 -0.394
-0.013 -0.524 1.815
0.050 -0.132 0.044
-0.033 0.015 -0.085
-0.059 0.041 0.105
-0.112 0.097 0.137
-0.972 -0.126 -1.722
0.141 0.013 0.057
-0.865 0.267 1.052
0.676 0.943 0.012
0.088 -0.144 -0.432
0.032 -1.750 -0.499
0.087 -0.109 0.084
-0.026 -0.059 0.121
0.093 0.020 -0.002
0.102 0.085 0.032
-0.939 0.941 -1.371
-1.800 -0.746 -2.376
0.566 -0.325 0.031
-0.142 -0.076 -0.071
-0.578 -0.736 0.560
0.906 -1.882 -0.216
-0.040 0.097 -0.067
-0.109 0.015 0.026
0.496 -0.451 0.378
-0.015 0.031 -0.084
-0.111 -0.052 -0.040
0.212 0.138 0.053
0.034 -0.111 -0.003
0.079 0.043 -0.032
-1.285 0.463 -1.274
-0.097 -0.032 -0.037
0.044 -0.058 -0.029
0.109 -0.043 0.010
-0.468 -0.289 0.709
0.010 0.144 -0.028
-0.008 -0.074 0.063
0.044 -0.132 -0.088
-0.052 0.055 -0.017
-0.039 -0.103 -0.028
-0.111 1.322 -1.129
0.014 0.100 0.074
-0.131 1.324 1.104
0.011 -0.065 0.044
0.175 -0.255 -0.005
0.802 -0.547 0.587
0.009 -0.074 0.079
-0.046 -0.006 0.235
0.064 -0.082 -0.005
0.032 0.099 -0.024
-2.043 2.156 1.668
-0.128 -0.003 0.001
-0.070 -0.084 -0.016
-0.016 0.079 0.027
-0.263 -0.012 0.095
0.116 -0.022 -0.081
-0.182 0.036 -0.033
1.794 0.347 0.459
-0.028 0.027 -0.057
-2.279 1.339 -0.794
0.018 -0.013 -0.105
0.020 0.022 -0.101
0.178 0.128 0.055
-0.150 -0.022 -0.003
-0.098 -0.100 -0.035
-0.133 -0.048 0.095
0.820 0.986 0.899
0.072 0.127 0.012
-0.916 0.856 0.775
1.098 0.089 0.830
0.062 0.022 -0.029
-0.072 0.033 0.023
0.189 -1.433 -0.373
0.054 0.099 -0.092
-0.090 -0.050 0.028
0.068 0.341 -0.166
0.830 0.049 -1.392
0.516 0.247 2.374
0.039 0.605 -0.009
-0.048 -0.062 0.027
0.021 0.051 0.184
-0.004 -0.156 0.008
0.106 -0.058 0.084
1.855 0.281 0.201
0.739 -1.733 1.583
0.098 -0.016 -0.104
0.074 0.015 -0.082
0.077 0.020 0.082
0.076 0.013 -0.036
0.063 0.026 -0.068
-0.106 0.050 -0.015
1.233 1.214 -0.064
-0.135 0.119 0.053
-0.895 0.473 -0.074
1.570 -1.064 1.047
-0.079 -0.001 -0.016
0.033 0.012 0.252
0.034 0.068 0.022
0.622 -1.606 0.514
0.100 -0.062 -0.001
-0.031 -0.154 -0.172
0.031 0.010 -0.068
-0.036 -0.039 -0.144
-0.079 0.013 -0.094
-0.115 -0.046 -0.006
-0.279 -0.730 0.392
-0.043 0.091 -0.033
-0.036 0.062 -0.107
-0.108 0.057 0.031
0.035 -0.072 0.074